(1)
{
  "formula": "C42H50BN6O3PdS2Te",
  "method": "ωB97M-V/def2-TZVPD",
  "s_squared": 0.756,
  "spin_multiplicity": 2,
  "largest_force_ev_per_a": 0.59,
  "total_energy_ev": -92569.824,
  "lumo_ha": [-0.00825, -0.00827],
  "charge": 0,
  "relative_energy_kcal_mol": 0.0,
  "gap_ev": [6.37, 6.86],
  "species": ["Pd", "C", "N", "C", "C", "N", "B", "N", "C", "C", "N", "C", "C", "S", "C", "S", "H", "H", "H", "H", "H", "H", "H", "H", "H", "H", "H", "H", "C", "O", "C", "C", "C", "C", "C", "C", "N", "C", "C", "C", "C", "C", "C", "C", "O", "H", "H", "H", "H", "H", "H", "H", "H", "H", "H", "H", "H", "H", "C", "C", "O", "N", "Te", "C", "C", "C", "C", "C", "C", "C", "C", "C", "C", "C", "C", "C", "C", "C", "C", "C", "C", "H", "H", "H", "H", "H", "H", "H", "H", "H", "H", "H", "H", "H", "H", "H", "H", "H", "H", "H", "H", "H", "H", "H", "H", "H"],
  "coordinates": [[0.04203, 0.24601, -0.56299], [3.16709, 0.22699, 1.63070], [2.15234, 1.03050, 2.27839], [1.82346, 1.00686, 3.61386], [0.82268, 1.89898, 3.77650], [0.54108, 2.46655, 2.55604], [-0.55037, 3.56809, 2.38666], [-1.43474, 3.31267, 1.12139], [-1.85262, 4.34919, 0.32015], [-2.60991, 3.84178, -0.67616], [-2.64346, 2.47726, -0.48495], [-3.31478, 1.52649, -1.34917], [-1.91948, 2.17081, 0.62047], [-1.64119, 0.55680, 1.16899], [1.35234, 1.91818, 1.64146], [1.42963, 2.21151, -0.05518], [3.64824, -0.38632, 2.39079], [3.90940, 0.87052, 1.16007], [2.70510, -0.41611, 0.88197], [2.30794, 0.35319, 4.31610], [0.27675, 2.18029, 4.65806], [-0.03354, 4.64747, 2.22547], [-1.23436, 3.52842, 3.38385], [-1.55940, 5.36173, 0.52734], [-3.11740, 4.31503, -1.49749], [-3.37369, 1.95303, -2.34951], [-4.32079, 1.31570, -0.98600], [-2.74446, 0.59998, -1.38887], [-1.41963, -0.31248, 4.86951], [-0.18685, -1.01530, 5.00226], [-0.07916, -1.94822, 5.96628], [-0.89865, -2.03132, 7.08556], [-0.67097, -3.00966, 8.04506], [0.36463, -3.91755, 7.90112], [1.16458, -3.85986, 6.76782], [0.94442, -2.89477, 5.80180], [1.76554, -2.83678, 4.64115], [1.35240, -2.74546, 3.36705], [0.11028, -2.98171, 2.83254], [-0.97438, -3.63067, 3.52005], [-2.17794, -3.78677, 2.93012], [-2.39119, -3.27544, 1.60589], [-1.40903, -2.67266, 0.90469], [-0.07715, -2.49091, 1.46078], [0.81891, -1.89992, 0.83642], [-1.36432, 0.21259, 3.91874], [-1.55325, 0.40390, 5.68390], [-2.25502, -1.01586, 4.84965], [-1.70437, -1.32341, 7.21485], [-1.31321, -3.05443, 8.91479], [0.54042, -4.67620, 8.65081], [1.95562, -4.58325, 6.61263], [2.75288, -2.72613, 4.80320], [2.11447, -2.41726, 2.66750], [-0.81015, -4.03519, 4.50926], [-2.97944, -4.30139, 3.44232], [-3.37427, -3.37482, 1.16055], [-1.59167, -2.26977, -0.08383], [0.05741, -2.81709, -2.46200], [-0.23915, -1.35198, -2.69485], [-1.41033, -0.95378, -2.85880], [0.86182, -0.56910, -2.78104], [0.15884, 1.21312, -3.32428], [1.85560, 2.48045, -3.29706], [3.16480, 2.16084, -2.93263], [3.61641, 0.83316, -2.39583], [4.13022, 3.16507, -3.00644], [3.83922, 4.45558, -3.40480], [4.90037, 5.51815, -3.45955], [2.52260, 4.75222, -3.73854], [1.52308, 3.79348, -3.68548], [0.12724, 4.22329, -4.07370], [0.06089, 0.86859, -5.42225], [-1.17801, 1.06429, -6.03914], [-2.44863, 1.40354, -5.29772], [-1.27486, 0.91380, -7.42196], [-0.18134, 0.56950, -8.19493], [-0.29408, 0.41386, -9.68599], [1.03646, 0.36432, -7.55540], [1.18928, 0.51524, -6.18516], [2.55937, 0.31900, -5.59579], [0.27486, -3.27179, -3.43065], [-0.81250, -3.31381, -2.03929], [0.92140, -2.93986, -1.81294], [2.95796, 0.01121, -2.65295], [3.62588, 0.89722, -1.30532], [4.63287, 0.62139, -2.73105], [5.14742, 2.91399, -2.72456], [5.87718, 5.11442, -3.19757], [4.66981, 6.32757, -2.76493], [4.96676, 5.95260, -4.45835], [2.26225, 5.76216, -4.03620], [0.08328, 5.30941, -4.13533], [-0.62541, 3.91741, -3.34433], [-0.15942, 3.82060, -5.05005], [-2.39205, 1.17548, -4.23545], [-3.27684, 0.82458, -5.70586], [-2.69971, 2.46144, -5.40989], [-2.24036, 1.05616, -7.89569], [-1.32360, 0.53435, -10.02007], [0.05497, -0.57014, -10.00221], [0.31839, 1.15714, -10.19934], [1.90229, 0.08074, -8.14465], [3.21185, -0.16859, -6.31902], [2.52522, -0.27729, -4.68789], [3.00644, 1.28372, -5.33973]]
}

***

(2)
{
  "formula": "H21O11",
  "method": "ωB97M-V/def2-TZVPD",
  "largest_force_ev_per_a": 5.92,
  "total_energy_ev": -22863.910,
  "lumo_ha": 0.09508,
  "charge": -1,
  "relative_energy_kcal_mol": 69.7,
  "gap_ev": 9.27,
  "species": ["O", "H", "O", "H", "H", "O", "H", "H", "O", "H", "H", "O", "H", "H", "O", "H", "H", "O", "H", "H", "O", "H", "H", "O", "H", "H", "O", "H", "H", "O", "H", "H"],
  "coordinates": [[-0.02594, 0.40881, 0.89763], [0.09806, -0.31819, 0.16363], [2.02906, 1.79281, 0.01263], [1.29706, 1.39181, 0.39263], [1.76306, 2.46581, -0.62837], [-2.58694, -0.55019, 1.06763], [-3.11194, 0.20181, 1.36763], [-1.73994, -0.11619, 1.19063], [-0.00394, -0.83919, 3.24963], [1.02006, -0.82119, 3.38163], [-0.17394, -0.13319, 2.45263], [2.46106, 0.14381, -2.27237], [1.63206, -0.21619, -2.35737], [2.37606, 0.94681, -1.55837], [-1.19994, 2.51981, 1.83763], [-0.76994, 1.79081, 1.45763], [-2.11694, 2.43081, 1.44863], [0.18906, -2.60319, -2.15737], [-0.22294, -2.57619, -1.28137], [0.17306, -1.56719, -2.55937], [-0.20494, -0.10819, -3.11237], [-0.32994, 0.29381, -4.06937], [-0.60194, 0.50281, -2.50637], [2.46806, -0.73419, 1.95363], [2.40706, -1.73219, 1.91663], [1.75506, -0.27119, 1.44463], [-1.01294, 1.56481, -1.27837], [-0.55594, 1.24281, -0.49537], [-0.45794, 2.37481, -1.71337], [-1.26494, -2.69019, 0.21063], [-1.29494, -2.92519, 1.26063], [-1.99294, -1.87019, 0.28363]]
}

***

(3)
{
  "formula": "C8H6N2O2",
  "method": "ωB97M-V/def2-TZVPD",
  "largest_force_ev_per_a": 5.99,
  "total_energy_ev": -15461.795,
  "lumo_ha": -0.04506,
  "charge": 0,
  "relative_energy_kcal_mol": 170.6,
  "gap_ev": 7.43,
  "species": ["C", "C", "C", "C", "C", "C", "C", "C", "N", "N", "O", "O", "H", "H", "H", "H", "H", "H"],
  "coordinates": [[1.69680, -0.22280, -0.57535], [1.69111, 1.18178, -0.39140], [0.65511, -0.99147, -0.36309], [0.58778, 1.87487, -0.05227], [-1.81954, -0.98762, 0.38733], [-0.53688, -0.41722, 0.05322], [-0.65581, 1.10241, 0.10339], [-2.82537, 0.01808, 0.69415], [-1.77996, 1.60091, 0.35116], [-3.94371, -0.06026, -0.29411], [-4.95163, 0.42992, 0.10868], [-3.78490, -0.72896, -1.28944], [2.47431, -0.51828, -1.19545], [2.68252, 1.61389, -0.32598], [0.75251, -2.00955, -0.56540], [0.63211, 2.90670, -0.06027], [-2.19090, -1.98277, 0.15058], [-3.07685, 0.25848, 1.65744]]
}